Entry 1:
16 unconnected molecules or ions with the total composition C69H180N16O29. Source: OMol25; level of theory: wB97M-V/def2-TZVPD.

Cartesian coordinates (Å):
C: -6.52 -6.17 26.13
O: -7.44 -5.41 26.35
N: -5.29 -5.91 25.70
N: -6.68 -7.47 26.15
H: -4.60 -6.63 25.56
H: -5.12 -4.97 25.37
H: -6.01 -8.05 25.67
H: -7.63 -7.76 26.36
C: -16.28 2.08 25.77
O: -15.88 3.06 25.16
N: -17.17 1.24 25.33
N: -15.78 1.58 26.85
H: -17.50 0.49 25.92
H: -17.58 1.37 24.42
H: -14.99 2.12 27.17
H: -15.93 0.60 27.07
C: -18.16 -13.20 22.48
O: -18.96 -13.99 22.06
N: -17.40 -13.38 23.50
N: -18.14 -12.02 21.97
H: -16.91 -12.58 23.86
H: -17.31 -14.34 23.80
H: -17.47 -11.33 22.31
H: -18.50 -12.01 21.03
C: -13.86 -17.43 29.41
O: -14.47 -18.23 28.47
C: -15.84 -17.80 28.33
C: -16.38 -18.79 27.28
N: -15.73 -18.66 26.01
C: -16.10 -19.64 25.06
C: -15.69 -19.36 23.62
O: -14.37 -19.74 23.48
C: -13.40 -18.68 23.20
H: -14.39 -17.42 30.36
H: -13.83 -16.42 28.99
H: -12.86 -17.82 29.62
H: -15.91 -16.74 28.06
H: -16.35 -18.01 29.26
H: -17.42 -18.56 27.04
H: -16.33 -19.83 27.60
H: -14.79 -19.02 26.13
H: -17.18 -19.69 25.10
H: -15.83 -20.64 25.42
H: -15.89 -18.33 23.35
H: -16.28 -19.95 22.91
H: -13.73 -18.17 22.29
H: -12.41 -19.11 23.09
H: -13.47 -18.01 24.06
C: -3.95 -12.63 31.40
O: -2.67 -13.00 31.81
C: -2.38 -14.45 31.58
C: -1.00 -14.89 32.09
N: 0.09 -14.23 31.34
C: 1.48 -14.63 31.69
C: 2.38 -13.68 30.90
O: 2.13 -12.34 31.33
C: 2.87 -11.38 30.63
H: -4.18 -11.56 31.49
H: -4.75 -13.18 31.90
H: -3.98 -12.80 30.32
H: -2.52 -14.75 30.54
H: -3.15 -15.04 32.08
H: -0.83 -15.97 32.08
H: -0.90 -14.64 33.14
H: 0.15 -13.25 31.60
H: 1.58 -15.66 31.34
H: 1.55 -14.50 32.77
H: 2.29 -13.77 29.82
H: 3.38 -13.92 31.28
H: 3.92 -11.64 30.75
H: 2.72 -10.36 30.97
H: 2.57 -11.42 29.58
C: -9.56 -11.00 15.71
O: -8.62 -11.93 16.15
C: -7.64 -12.40 15.22
C: -6.73 -13.36 16.03
N: -5.54 -13.95 15.37
C: -5.81 -14.59 14.10
C: -4.51 -15.20 13.48
O: -4.23 -16.43 14.10
C: -2.86 -16.97 14.10
H: -10.51 -11.00 16.24
H: -9.74 -11.08 14.64
H: -9.13 -10.02 15.93
H: -7.08 -11.55 14.83
H: -8.16 -12.91 14.41
H: -7.40 -14.16 16.37
H: -6.44 -12.90 16.98
H: -4.81 -14.47 15.85
H: -6.11 -13.84 13.37
H: -6.58 -15.36 14.20
H: -3.74 -14.44 13.53
H: -4.79 -15.29 12.42
H: -2.49 -16.99 13.08
H: -2.81 -17.93 14.62
H: -2.25 -16.27 14.67
C: -18.67 -7.41 25.82
O: -17.34 -7.14 25.43
C: -17.27 -6.83 24.02
C: -15.84 -6.87 23.57
N: -15.25 -8.23 23.61
C: -13.89 -8.08 23.14
C: -13.22 -9.41 23.02
O: -13.07 -9.99 24.31
C: -12.25 -11.21 24.32
H: -18.76 -7.51 26.90
H: -18.97 -8.37 25.41
H: -19.45 -6.70 25.54
H: -17.66 -5.84 23.80
H: -17.76 -7.65 23.50
H: -15.23 -6.10 24.05
H: -15.84 -6.60 22.51
H: -15.14 -8.35 24.61
H: -13.33 -7.36 23.73
H: -13.73 -7.61 22.17
H: -12.20 -9.33 22.63
H: -13.86 -10.03 22.40
H: -12.79 -12.06 23.88
H: -11.94 -11.43 25.34
H: -11.31 -11.19 23.76
C: -28.87 6.21 33.44
O: -28.26 5.00 33.78
C: -28.99 3.83 33.27
C: -28.64 3.58 31.77
N: -27.21 3.51 31.67
C: -26.76 3.76 30.34
C: -27.32 2.86 29.26
O: -27.17 1.46 29.60
C: -25.83 1.04 29.83
H: -29.88 6.37 33.82
H: -29.05 6.25 32.37
H: -28.15 6.96 33.77
H: -30.04 3.94 33.53
H: -28.69 2.92 33.79
H: -29.16 4.27 31.10
H: -29.08 2.60 31.58
H: -26.83 4.16 32.35
H: -25.68 3.70 30.37
H: -26.91 4.82 30.13
H: -26.92 3.04 28.26
H: -28.40 2.94 29.11
H: -25.44 1.21 30.83
H: -25.06 1.51 29.22
H: -25.88 -0.04 29.72
C: -22.01 -9.37 39.18
O: -22.32 -9.28 37.84
C: -23.65 -9.66 37.47
C: -23.76 -9.45 35.97
N: -22.84 -10.30 35.18
C: -22.96 -10.05 33.73
C: -22.45 -11.37 33.03
O: -22.42 -11.11 31.66
C: -21.95 -12.19 30.91
H: -22.48 -10.20 39.70
H: -22.33 -8.48 39.72
H: -20.93 -9.40 39.31
H: -24.31 -8.96 37.98
H: -23.91 -10.69 37.74
H: -23.64 -8.40 35.70
H: -24.81 -9.69 35.78
H: -21.92 -10.00 35.48
H: -22.47 -9.13 33.39
H: -24.04 -10.05 33.58
H: -23.07 -12.22 33.31
H: -21.40 -11.45 33.30
H: -22.30 -12.20 29.88
H: -22.29 -13.14 31.32
H: -20.86 -12.24 30.95
C: -14.82 -14.57 14.54
O: -14.27 -15.10 13.33
C: -13.92 -16.51 13.38
C: -13.73 -17.00 11.96
N: -12.54 -16.38 11.42
C: -12.06 -17.07 10.24
C: -11.16 -16.21 9.35
O: -11.91 -15.03 9.05
C: -11.20 -14.21 8.15
H: -15.72 -15.09 14.89
H: -15.15 -13.54 14.39
H: -14.16 -14.59 15.40
H: -14.81 -17.02 13.74
H: -13.08 -16.78 14.02
H: -14.60 -16.91 11.31
H: -13.45 -18.06 12.01
H: -12.72 -15.39 11.28
H: -12.89 -17.42 9.64
H: -11.47 -17.93 10.57
H: -10.76 -16.77 8.50
H: -10.30 -15.83 9.90
H: -10.25 -13.94 8.61
H: -11.82 -13.40 7.76
H: -10.96 -14.83 7.29
C: -28.40 -9.32 28.71
O: -28.82 -8.48 27.64
C: -28.25 -7.22 27.38
C: -29.00 -6.52 26.17
N: -28.74 -7.09 24.89
C: -27.38 -7.02 24.34
C: -26.94 -5.55 23.90
O: -25.66 -5.69 23.25
C: -25.04 -4.40 23.27
H: -27.41 -9.73 28.52
H: -29.01 -10.22 28.80
H: -28.33 -8.76 29.64
H: -27.20 -7.33 27.11
H: -28.31 -6.58 28.25
H: -28.80 -5.45 26.13
H: -30.09 -6.60 26.20
H: -29.03 -8.06 24.91
H: -27.32 -7.48 23.36
H: -26.68 -7.52 25.00
H: -26.84 -4.90 24.77
H: -27.58 -4.97 23.24
H: -25.74 -3.67 22.88
H: -24.10 -4.42 22.70
H: -24.74 -4.15 24.29
C: -16.17 -7.07 29.93
O: -15.27 -6.26 29.16
C: -14.46 -5.31 29.89
C: -14.74 -3.94 29.31
N: -16.13 -3.61 29.39
C: -16.57 -3.25 30.76
C: -18.00 -2.74 30.70
O: -18.21 -1.49 30.11
C: -18.29 -0.38 31.01
H: -16.82 -7.66 29.29
H: -16.81 -6.42 30.52
H: -15.69 -7.73 30.65
H: -13.45 -5.71 29.86
H: -14.69 -5.38 30.95
H: -14.50 -3.89 28.25
H: -14.19 -3.18 29.86
H: -16.69 -4.39 29.06
H: -15.89 -2.44 31.02
H: -16.50 -4.03 31.53
H: -18.43 -2.70 31.71
H: -18.68 -3.41 30.17
H: -18.22 0.62 30.57
H: -17.51 -0.51 31.75
H: -19.30 -0.33 31.41
C: -23.18 -8.08 16.94
O: -21.81 -7.65 16.88
C: -21.64 -6.24 17.14
C: -22.25 -5.26 16.11
N: -23.69 -5.10 16.34
C: -24.41 -4.20 15.41
C: -23.94 -2.76 15.31
O: -24.61 -2.04 16.36
C: -25.94 -1.62 16.08
H: -23.55 -7.83 17.94
H: -23.27 -9.15 16.73
H: -23.72 -7.56 16.16
H: -20.55 -6.16 17.13
H: -21.95 -6.00 18.16
H: -22.08 -5.67 15.11
H: -21.66 -4.35 16.16
H: -24.01 -5.02 17.29
H: -25.47 -4.28 15.68
H: -24.26 -4.66 14.44
H: -24.15 -2.36 14.31
H: -22.87 -2.74 15.47
H: -26.40 -1.16 16.96
H: -26.58 -2.47 15.83
H: -25.85 -0.87 15.30
C: -8.95 -19.85 27.74
C: -7.44 -20.27 27.75
O: -6.90 -20.37 29.08
O: -9.79 -20.74 28.45
H: -9.36 -20.03 26.75
H: -9.17 -18.87 28.14
H: -6.84 -19.53 27.22
H: -7.20 -21.21 27.23
H: -7.47 -21.03 29.48
H: -10.55 -20.31 28.83
C: -0.78 -11.67 25.94
C: -1.15 -11.16 24.52
O: -2.56 -11.00 24.38
O: -1.01 -13.08 26.10
H: -1.39 -11.02 26.56
H: 0.27 -11.47 26.15
H: -0.76 -11.86 23.78
H: -0.65 -10.24 24.22
H: -2.95 -11.86 24.59
H: -0.81 -13.30 27.02
C: -4.37 -16.83 21.83
C: -5.46 -17.57 20.94
O: -5.77 -18.85 21.37
O: -4.84 -16.14 22.98
H: -3.82 -16.08 21.27
H: -3.61 -17.59 22.00
H: -5.02 -17.55 19.94
H: -6.37 -17.00 21.13
H: -6.21 -19.21 20.59
H: -4.10 -15.92 23.55

Results
E_LUMO, eV: 0.22
Gap between HOMO and LUMO, eV: 8.6

Entry 2:
A molecular structure, C69H54N2O8P2STi. Source: OMol25; level of theory: wB97M-V/def2-TZVPD.

Cartesian coordinates (Å):
Ti: 0.81 0.78 1.05
O: 0.79 0.79 -0.95
S: 0.51 -0.63 -1.55
C: 2.09 -1.23 -2.01
C: 2.76 -0.64 -3.07
C: 3.99 -1.13 -3.53
C: 4.49 -2.25 -2.93
C: 5.74 -3.04 -3.22
C: 5.74 -4.19 -2.17
C: 4.51 -3.94 -1.33
C: 4.01 -4.59 -0.24
C: 2.88 -4.04 0.39
C: 2.22 -2.90 -0.04
P: 0.89 -2.29 1.09
C: -0.25 -3.71 0.85
C: -0.64 -4.59 1.85
C: -1.42 -5.71 1.55
C: -1.81 -5.96 0.25
C: -1.42 -5.08 -0.76
C: -0.66 -3.97 -0.46
C: 1.62 -2.46 2.75
C: 3.01 -2.50 2.94
C: 3.54 -2.56 4.22
C: 2.71 -2.57 5.32
C: 1.33 -2.49 5.15
C: 0.80 -2.44 3.88
C: 2.64 -2.31 -1.26
C: 3.82 -2.82 -1.83
C: -0.37 -0.36 -3.07
C: -0.06 -1.27 -4.05
C: -0.72 -1.34 -5.29
C: -1.72 -0.44 -5.51
C: -2.58 -0.24 -6.73
C: -3.53 0.92 -6.35
C: -3.15 1.27 -4.94
C: -3.67 2.21 -4.10
C: -3.13 2.29 -2.81
C: -2.10 1.51 -2.32
P: -1.72 1.95 -0.55
C: -1.30 3.71 -0.84
C: -0.05 3.96 -1.43
C: 0.37 5.26 -1.66
C: -0.44 6.33 -1.30
C: -1.68 6.09 -0.74
C: -2.12 4.79 -0.52
C: -3.38 1.95 0.22
C: -4.36 1.04 -0.17
C: -5.53 0.89 0.56
C: -5.75 1.67 1.68
C: -4.80 2.59 2.08
C: -3.62 2.73 1.36
C: -1.49 0.55 -3.20
C: -2.09 0.46 -4.49
H: 2.30 0.20 -3.58
H: 4.49 -0.64 -4.35
H: 6.62 -2.41 -3.12
H: 5.73 -3.42 -4.24
H: 6.64 -4.19 -1.56
H: 5.69 -5.17 -2.65
H: 4.48 -5.47 0.18
H: 2.53 -4.52 1.30
H: -0.32 -4.45 2.88
H: -1.70 -6.38 2.35
H: -2.40 -6.84 0.02
H: -1.70 -5.28 -1.79
H: -0.35 -3.32 -1.27
H: 3.67 -2.49 2.09
H: 4.61 -2.60 4.34
H: 3.13 -2.62 6.32
H: 0.68 -2.50 6.01
H: -0.28 -2.40 3.76
H: 0.75 -1.97 -3.88
H: -0.42 -2.07 -6.02
H: -3.12 -1.15 -6.97
H: -1.96 0.00 -7.59
H: -4.58 0.63 -6.41
H: -3.40 1.78 -7.01
H: -4.48 2.86 -4.39
H: -3.57 3.03 -2.15
H: 0.58 3.13 -1.71
H: 1.33 5.44 -2.13
H: -0.11 7.34 -1.49
H: -2.33 6.92 -0.49
H: -3.10 4.63 -0.10
H: -4.20 0.42 -1.05
H: -6.27 0.18 0.24
H: -6.67 1.56 2.24
H: -4.97 3.22 2.94
H: -2.90 3.47 1.67
O: 4.56 -0.79 0.58
C: 3.76 0.09 0.74
O: 2.45 -0.13 0.73
C: 4.10 1.54 0.93
C: 3.28 2.38 -0.06
C: 3.84 3.79 -0.19
C: 3.51 4.37 1.20
C: 2.72 3.24 1.85
O: 2.04 2.62 0.70
C: 3.61 2.09 2.31
C: 2.77 1.13 3.15
O: 3.16 0.58 4.13
O: 1.49 1.00 2.71
H: 5.17 1.68 0.80
H: 3.02 1.88 -0.99
H: 4.91 3.77 -0.41
H: 3.33 4.33 -0.98
H: 4.39 4.61 1.79
H: 2.90 5.27 1.12
H: 1.99 3.55 2.59
H: 4.44 2.42 2.93
O: -5.01 -4.57 -0.01
C: -5.00 -3.89 1.15
O: -5.84 -4.07 1.98
C: -3.90 -2.89 1.34
C: -3.55 -2.56 2.65
C: -2.59 -1.60 2.90
C: -1.98 -0.94 1.84
C: -2.31 -1.27 0.54
C: -3.27 -2.24 0.29
N: -1.11 0.19 2.05
C: -1.45 0.95 3.02
C: -0.95 2.31 3.16
C: -1.31 3.09 4.24
C: -1.05 4.45 4.19
C: -0.48 4.97 3.04
C: -0.13 4.11 2.01
N: -0.34 2.80 2.06
H: -4.17 -4.47 -0.47
H: -4.05 -3.07 3.47
H: -2.33 -1.37 3.92
H: -1.85 -0.75 -0.29
H: -3.54 -2.46 -0.74
H: -2.26 0.67 3.69
H: -1.81 2.64 5.09
H: -1.31 5.09 5.02
H: -0.30 6.03 2.94
H: 0.33 4.49 1.10

Results
Charge: +2
E_LUMO, eV: -6.09
Gap between HOMO and LUMO, eV: 6.4

Taking the records one at a time from the top gives electronic energy values of -157669.71919; -144309.78089 eV.
Taking the records one at a time from the top gives HOMO values of -8.39; -12.44 eV.